1.
Entry from the OMol25 dataset: a structure of composition C14H30HfN3O2PSi at a distorted geometry (the ωB97M-V functional and the def2-TZVPD basis).

## Properties
electronic energy	-42043.047	eV
strongest force on any atom	0.1040	Eh/bohr

XYZ file:
```
52
Properties=species:S:1:pos:R:3:nbo_charge:R:1
Hf 0.085 -0.071 0.537 1.53
Si 0.230 -2.225 -1.185 0.35
P 0.500 1.151 -1.851 0.94
N -1.822 0.062 -0.008 -0.99
H 1.014 1.493 1.135 -0.52
C 0.815 2.947 -1.790 -0.95
H 1.040 3.332 -2.796 0.22
H 1.659 3.135 -1.116 0.24
H -0.069 3.459 -1.389 0.25
C 1.933 0.597 -2.850 -0.95
H 2.021 1.245 -3.733 0.22
H 1.805 -0.445 -3.169 0.25
H 2.850 0.671 -2.251 0.22
C -0.863 1.074 -3.076 -0.94
H -0.587 1.631 -3.983 0.21
H -1.765 1.514 -2.633 0.26
H -1.083 0.031 -3.331 0.26
C 1.915 -3.085 -1.304 -1.09
H 2.314 -3.291 -0.302 0.21
H 2.641 -2.481 -1.861 0.21
H 1.777 -4.043 -1.827 0.22
H -0.652 -3.263 -0.562 -0.17
H -0.197 -2.060 -2.617 -0.18
C -3.126 0.009 -0.240 0.17
C -5.396 0.864 0.147 -0.22
C -4.029 0.959 0.351 -0.24
C -3.701 -1.020 -1.070 -0.29
C -5.071 -1.095 -1.261 -0.19
C -5.927 -0.161 -0.656 -0.30
H -6.063 1.588 0.615 0.20
H -3.596 1.746 0.971 0.19
H -3.017 -1.743 -1.524 0.21
H -5.486 -1.888 -1.887 0.20
H -7.005 -0.231 -0.808 0.20
C 3.206 -0.060 1.023 0.68
O 2.152 -0.521 0.485 -0.62
C 3.234 0.688 2.296 -0.76
H 4.248 1.091 2.438 0.23
H 3.013 0.025 3.151 0.25
H 2.534 1.531 2.328 0.30
C 4.522 -0.463 0.464 -0.72
H 5.148 0.426 0.318 0.24
H 4.423 -1.010 -0.479 0.25
H 5.041 -1.098 1.199 0.25
N -0.051 1.055 4.271 -0.80
C -0.097 -0.203 3.798 0.83
N -0.125 -1.229 4.662 -0.80
O -0.125 -0.432 2.545 -0.72
H -0.019 1.229 5.268 0.40
H 0.058 1.811 3.608 0.45
H -0.174 -2.170 4.292 0.43
H -0.128 -1.078 5.658 0.40
```

2.
Entry from the OMol25 dataset: a structure of composition C14H30N2NdO8 at a distorted geometry (the ωB97M-V functional and the def2-TZVPD basis).

## Properties
electronic energy	-49616.230	eV
multiplicity	4
strongest force on any atom	0.0547	Eh/bohr
charge	+3
ΔE to the lowest compared entry with this formula, charge and spin	19.4	kcal per mole

XYZ file:
```
55
Properties=species:S:1:pos:R:3:mulliken_spin:R:1
Nd 0.016 -0.068 0.261 3.02
C -2.192 1.534 -1.659 0.00
C -2.702 0.126 -1.642 0.00
O -2.282 -0.504 -0.367 -0.01
C -3.389 -0.552 0.556 0.00
C -3.117 0.447 1.726 0.00
O -1.724 0.393 2.021 0.00
C -1.184 1.471 2.915 0.00
C 0.007 0.852 3.632 0.00
O 0.903 0.503 2.586 0.00
C 2.344 0.384 2.892 0.00
C 2.806 -0.868 2.245 0.00
O 2.299 -0.958 0.874 0.00
C 3.300 -0.493 -0.119 0.00
C 3.178 1.040 -0.442 0.00
O 1.769 1.300 -0.675 0.00
C 1.522 2.328 -1.706 0.00
C 0.025 2.741 -1.515 0.00
O -0.818 1.565 -1.220 0.00
H -2.832 2.308 -1.083 0.00
H -2.127 1.869 -2.719 0.00
H -2.268 -0.501 -2.395 0.00
H -3.822 0.029 -1.663 0.00
H -3.424 -1.621 0.906 0.00
H -4.316 -0.231 0.062 0.00
H -3.758 0.118 2.612 0.00
H -3.372 1.445 1.341 0.00
H -1.919 1.832 3.569 0.00
H -0.822 2.301 2.290 0.00
H -0.311 -0.041 4.231 0.00
H 0.506 1.564 4.228 0.00
H 2.643 0.416 3.982 0.00
H 2.741 1.308 2.454 0.00
H 2.555 -1.726 2.828 0.00
H 3.882 -0.843 2.212 0.00
H 3.071 -1.081 -1.032 0.00
H 4.310 -0.681 0.188 0.00
H 3.803 1.283 -1.280 0.00
H 3.492 1.684 0.398 0.00
H 1.715 1.845 -2.740 0.00
H 2.174 3.177 -1.614 0.00
H -0.284 3.147 -2.506 0.00
H -0.191 3.471 -0.749 0.00
C -0.063 -2.426 -4.191 0.00
O -0.401 -3.010 -2.943 0.00
C -0.029 -2.440 -1.883 0.00
O 0.345 -1.207 -1.844 0.00
N 0.025 -3.313 -0.813 0.00
N -0.460 -2.689 0.414 0.00
H 0.520 -1.505 -4.093 0.00
H -0.980 -2.351 -4.708 0.00
H 0.583 -3.155 -4.702 0.00
H -0.463 -4.232 -1.034 0.00
H 0.106 -3.098 1.145 0.00
H -1.389 -2.886 0.768 0.00
```

3.
Entry from the OMol25 dataset: a cluster of 5 separate species, C14H30N2O13 in total at a distorted geometry (the ωB97M-V functional and the def2-TZVPD basis).

## Properties
electronic energy	-44596.211	eV
structure (SMILES)	C[N+](=O)[O-].C[N+](=O)[O-].CCOC(=O)OC.CCOC(=O)OC.CCOC(=O)OC
strongest force on any atom	0.0733	Eh/bohr

XYZ file:
```
59
Properties=species:S:1:pos:R:3:nbo_charge:R:1
C 8.737 6.291 15.115 -0.62
C 9.946 7.214 14.868 -0.08
O 9.912 7.365 13.458 -0.51
C 10.579 8.406 13.057 1.02
O 11.148 9.163 13.807 -0.65
O 10.542 8.570 11.684 -0.54
C 10.396 7.404 10.860 -0.25
H 7.765 6.748 14.882 0.21
H 8.751 5.949 16.178 0.21
H 8.863 5.386 14.533 0.21
H 10.892 6.708 15.109 0.20
H 9.851 8.149 15.424 0.21
H 10.836 6.549 11.332 0.20
H 10.971 7.596 9.957 0.20
H 9.332 7.208 10.635 0.18
C 12.789 12.207 11.141 -0.65
C 11.482 11.670 10.569 -0.06
O 11.524 11.898 9.124 -0.50
C 12.015 10.980 8.315 1.00
O 12.640 9.997 8.697 -0.68
O 11.629 11.223 7.001 -0.51
C 12.051 10.241 6.020 -0.25
H 12.836 13.293 11.083 0.22
H 13.670 11.789 10.664 0.22
H 12.864 12.024 12.216 0.22
H 10.569 12.134 10.910 0.20
H 11.412 10.618 10.752 0.21
H 13.142 10.249 5.881 0.18
H 11.625 10.622 5.105 0.20
H 11.608 9.297 6.291 0.20
C 16.960 6.643 13.984 -0.64
C 18.074 7.450 13.282 -0.08
O 19.256 7.594 14.033 -0.50
C 20.297 6.839 13.601 0.99
O 20.290 6.092 12.703 -0.63
O 21.292 7.107 14.453 -0.51
C 22.601 6.568 14.201 -0.26
H 16.259 6.345 13.201 0.21
H 16.398 7.226 14.747 0.23
H 17.322 5.731 14.411 0.21
H 17.830 8.493 13.018 0.19
H 18.281 7.027 12.307 0.20
H 22.784 5.900 15.014 0.19
H 23.300 7.402 14.184 0.19
H 22.638 6.044 13.250 0.20
C 16.024 10.512 7.723 -0.48
N 16.218 10.266 9.156 0.53
O 16.233 9.085 9.496 -0.38
O 16.345 11.246 9.886 -0.38
H 15.195 9.851 7.477 0.25
H 16.971 10.276 7.248 0.24
H 15.792 11.521 7.608 0.22
C 13.953 9.241 12.242 -0.50
N 13.737 8.305 13.318 0.53
O 12.999 7.313 13.098 -0.43
O 14.371 8.387 14.356 -0.35
H 13.145 9.954 12.331 0.25
H 13.926 8.729 11.293 0.25
H 14.830 9.852 12.327 0.24
```